[1]
ORCA calculation (the ωB97M-V functional and the def2-TZVPD basis) on C23H43Cl2GdIN3O4Si as an isolated structure in a non-equilibrium geometry.

Cartesian coordinates (Å):
C -1.636 -0.491 -4.654
C -1.197 -1.695 -3.890
H -1.701 -0.701 -5.725
H -0.960 0.355 -4.481
H -2.626 -0.196 -4.290
C -0.603 -2.759 -4.456
C -0.253 -2.853 -5.900
H -0.365 -3.653 -3.874
H 0.033 -1.892 -6.346
H -1.081 -3.253 -6.488
H 0.581 -3.548 -6.021
Gd 0.093 0.902 -0.380
Cl 1.974 2.648 -0.602
C -0.780 -1.887 1.594
O -0.082 -0.939 1.184
N -0.306 -2.951 2.253
C 1.110 -3.144 2.549
C -1.183 -4.046 2.655
H -1.879 -1.912 1.442
H 1.676 -2.225 2.376
H 1.517 -3.962 1.932
H 1.199 -3.460 3.599
H -2.203 -3.806 2.343
H -1.146 -4.178 3.744
H -0.867 -4.985 2.181
H 0.775 3.373 5.083
H -1.186 4.889 4.573
C 1.080 3.410 4.025
C -0.846 4.916 3.527
N -0.092 3.708 3.209
H 1.490 2.449 3.699
C -0.448 2.913 2.192
O 0.142 1.857 1.864
H -1.719 4.988 2.869
H -1.338 3.238 1.628
H 1.827 4.212 3.904
H -0.226 5.815 3.397
H 1.269 -0.271 -3.687
H 2.365 -3.073 -3.569
C 2.295 -0.124 -3.311
C 3.194 -2.454 -3.196
N 2.698 -1.269 -2.489
H 2.343 0.798 -2.721
C 2.658 -1.243 -1.150
O 2.089 -0.358 -0.477
H 3.793 -3.050 -2.494
H 3.178 -2.097 -0.668
H 2.984 -0.067 -4.160
H 3.814 -2.139 -4.038
O -0.550 -0.518 -1.985
C -1.363 -1.558 -2.377
C 0.140 -3.398 -1.488
C -1.146 -2.888 -1.628
H 0.972 -2.790 -1.856
C 0.343 -4.665 -0.940
H -2.417 -1.259 -2.194
C -2.244 -3.638 -1.200
H 1.366 -5.056 -0.837
C -0.761 -5.440 -0.564
C -2.056 -4.918 -0.682
H -3.246 -3.214 -1.306
H -0.613 -6.446 -0.162
H -2.918 -5.517 -0.384
Si -0.515 4.831 -2.422
Cl -0.438 2.666 -2.824
C 1.224 5.435 -2.193
C -1.602 5.024 -0.926
C -1.132 5.909 -3.853
H 1.862 4.651 -1.776
H 1.224 6.282 -1.498
H 1.650 5.778 -3.150
H -0.408 5.889 -4.686
H -1.203 6.958 -3.525
H -2.120 5.620 -4.235
H -1.554 4.116 -0.315
H -2.650 5.202 -1.183
H -1.259 5.870 -0.315
I -3.017 1.276 -0.111

* Kohn-Sham gap (alpha / beta): 8.40 / 5.47 eV
* <S²>: 16.03
* E_LUMO (alpha / beta): 0.50 / -2.29 eV
* spin multiplicity: 8
* M: 808.76 g/mol
* relative energy (zero: lowest compared OMol25 entry of this formula, charge and spin): 47.8 kJ/mol

[2]
ORCA calculation (the ωB97M-V functional and the def2-TZVPD basis) on C23H43Cl2N4O7RuSi as an isolated structure in a non-equilibrium geometry.

Cartesian coordinates (Å):
C 3.420 -2.207 -2.540
C 2.794 -1.522 -3.710
H 3.078 -3.247 -2.497
H 3.174 -1.707 -1.599
H 4.514 -2.240 -2.652
C 2.790 -2.105 -4.922
C 3.255 -3.493 -5.209
H 2.481 -1.554 -5.808
H 2.807 -4.254 -4.561
H 4.341 -3.633 -5.170
H 2.964 -3.735 -6.235
Ru 1.104 0.273 1.044
Cl 2.392 1.874 0.055
C -0.041 2.785 1.506
O -0.233 1.521 1.621
N -1.055 3.582 1.177
C -2.396 3.031 1.065
C -0.800 4.931 0.709
H 0.953 3.222 1.670
H -2.653 2.438 1.955
H -2.487 2.390 0.175
H -3.079 3.881 0.957
H -0.072 5.438 1.349
H -1.745 5.474 0.707
H -0.395 4.911 -0.312
H -3.322 1.935 5.822
H -1.370 2.378 7.923
C -3.163 0.918 6.196
C -1.451 1.286 7.962
N -1.802 0.728 6.666
H -3.377 0.214 5.392
C -0.869 0.490 5.720
O -1.097 0.311 4.531
H -0.507 0.879 8.322
H 0.179 0.325 6.159
H -3.843 0.748 7.029
H -2.235 1.036 8.674
H 0.060 -4.534 4.095
H -0.461 -3.528 0.497
C -0.928 -4.427 3.630
C -1.255 -3.767 1.221
N -0.877 -3.405 2.584
H -1.644 -4.172 4.423
C -0.439 -2.158 2.809
O -0.372 -1.322 1.861
H -2.148 -3.222 0.897
H -0.170 -1.936 3.857
H -1.231 -5.362 3.154
H -1.457 -4.838 1.220
O 1.555 -0.021 -2.188
C 2.328 -0.089 -3.407
C 0.838 0.122 -5.482
C 1.748 0.691 -4.595
H 0.574 -0.932 -5.371
C 0.272 0.876 -6.518
H 3.284 0.426 -3.175
C 2.206 1.999 -4.834
H -0.481 0.417 -7.168
C 0.713 2.194 -6.737
C 1.696 2.750 -5.903
H 3.008 2.398 -4.204
H 0.279 2.779 -7.553
H 2.081 3.756 -6.098
Si -0.245 -0.224 -1.836
Cl 0.023 -2.373 -1.830
C -1.341 -0.621 -3.374
C -0.363 1.761 -2.118
C -1.776 -0.032 -0.657
H -1.183 0.137 -4.154
H -2.396 -0.656 -3.092
H -1.061 -1.608 -3.769
H -2.289 -0.997 -0.696
H -2.504 0.711 -1.029
H -1.598 0.168 0.406
H -0.093 1.928 -3.173
H 0.390 2.244 -1.476
H -1.363 2.177 -1.929
O 0.963 -0.860 7.994
N 0.619 -0.915 6.807
O 0.570 -1.940 6.119
O 2.216 -0.892 1.617

* Kohn-Sham gap (alpha / beta): 5.95 / 3.91 eV
* <S²>: 8.78
* E_LUMO (alpha / beta): -1.07 / -3.05 eV
* spin multiplicity: 6
* M: 687.68 g/mol

[3]
ORCA calculation (the ωB97M-V functional and the def2-TZVPD basis) on C23H43Cl3HoN3O8Si as an isolated structure in a non-equilibrium geometry.

Cartesian coordinates (Å):
C -2.314 -0.143 -5.792
C -1.422 -0.846 -4.815
H -1.749 0.497 -6.478
H -3.057 0.465 -5.269
H -2.817 -0.890 -6.421
C -0.561 -1.789 -5.210
C -0.484 -2.331 -6.599
H 0.191 -2.198 -4.531
H 0.027 -1.630 -7.280
H -1.472 -2.580 -7.032
H 0.161 -3.222 -6.566
Ho -0.421 0.841 1.978
Cl -2.695 1.174 0.990
C -1.268 -2.346 2.770
O -0.846 -1.195 2.998
N -0.494 -3.445 2.678
C 0.947 -3.417 2.429
C -1.070 -4.719 3.059
H -2.348 -2.572 2.657
H 1.360 -2.424 2.638
H 1.157 -3.676 1.380
H 1.423 -4.196 3.042
H -2.115 -4.537 3.326
H -0.520 -5.151 3.908
H -1.041 -5.426 2.222
H 1.871 4.301 4.953
H -0.257 4.623 5.726
C 1.653 4.063 3.911
C -0.554 4.958 4.728
N 0.215 4.249 3.717
H 1.929 3.028 3.679
C -0.356 3.882 2.573
O 0.169 3.067 1.757
H -1.623 4.765 4.573
H -1.352 4.316 2.370
H 2.197 4.755 3.256
H -0.392 6.041 4.657
H 2.553 0.841 -3.152
H 2.855 -1.841 -3.664
C 3.357 0.612 -2.438
C 3.521 -1.826 -2.796
N 3.172 -0.732 -1.901
H 3.330 1.335 -1.615
C 3.407 -0.926 -0.556
O 3.950 -0.151 0.231
H 3.430 -2.784 -2.275
H 3.030 -1.913 -0.236
H 4.314 0.677 -2.980
H 4.547 -1.698 -3.165
O -0.692 0.729 -3.064
C -1.526 -0.395 -3.365
C 0.103 -1.953 -2.218
C -1.210 -1.520 -2.393
H 0.919 -1.343 -2.623
C 0.335 -3.157 -1.547
H -2.562 -0.084 -3.172
C -2.273 -2.149 -1.738
H 1.353 -3.542 -1.471
C -0.735 -3.855 -0.980
C -2.029 -3.329 -1.044
H -3.268 -1.688 -1.792
H -0.559 -4.816 -0.492
H -2.855 -3.863 -0.569
Si -0.776 2.302 -3.304
Cl 0.791 -0.540 0.536
C 0.834 2.989 -2.633
C -2.268 2.965 -2.388
C -0.799 2.747 -5.128
H 1.138 2.467 -1.726
H 0.731 4.053 -2.377
H 1.622 2.851 -3.380
H 0.010 2.221 -5.653
H -0.622 3.824 -5.238
H -1.758 2.520 -5.609
H -3.009 2.173 -2.171
H -2.761 3.735 -2.994
H -1.975 3.406 -1.417
O -0.167 -0.140 5.712
Cl 0.054 1.030 4.936
O 0.420 2.172 5.727
O 1.115 0.772 3.882
O -1.182 1.389 4.138

* Kohn-Sham gap (alpha / beta): 9.12 / 9.12 eV
* <S²>: 6.00
* E_LUMO (alpha / beta): 0.53 / 0.54 eV
* spin multiplicity: 5
* M: 788.99 g/mol

[4]
ORCA calculation (the ωB97M-V functional and the def2-TZVPD basis) on C23H43ClN4Tc as an isolated structure in a non-equilibrium geometry.

Cartesian coordinates (Å):
Tc -0.215 0.385 2.129
Cl 1.097 -0.760 0.689
C 0.189 1.314 6.216
C 0.158 1.183 3.980
N 0.700 0.665 5.136
H -1.265 2.968 6.302
N -0.637 2.211 4.400
H 0.458 1.078 7.231
C 1.602 -0.489 5.166
C 2.212 -0.607 6.559
C 0.805 -1.750 4.861
H 1.451 -0.831 7.316
H 2.931 -1.437 6.560
H 2.753 0.304 6.843
H 3.466 -1.051 4.282
H 3.176 0.705 4.302
H 0.357 -1.759 3.855
C 2.705 -0.271 4.138
H 0.008 -1.866 5.605
H 1.481 -2.612 4.939
H 2.361 -0.337 3.095
C -0.659 2.267 5.761
C -2.918 2.439 3.588
H -3.292 2.432 4.619
H -3.581 3.069 2.980
C -1.504 3.009 3.533
H -1.549 3.609 1.499
C -1.528 4.439 4.070
H -0.515 4.845 4.168
H -2.963 1.419 3.191
H -1.102 1.905 1.628
H -2.035 4.500 5.039
H -2.084 5.076 3.372
C -0.951 2.943 2.129
H 0.084 3.289 2.079
C 0.355 -2.469 -6.234
N 0.702 -2.239 -4.910
H -0.738 -1.152 -7.618
N -0.344 -0.491 -5.580
H 0.593 -3.370 -6.768
C 1.443 -3.124 -4.002
C 1.786 -4.410 -4.719
C 2.688 -2.385 -3.535
H 2.429 -4.222 -5.588
H 2.337 -5.059 -4.029
H 0.881 -4.944 -5.033
H 1.127 -4.012 -2.076
H -0.352 -3.888 -3.053
H 2.418 -1.458 -3.015
C 0.575 -3.373 -2.777
H 3.347 -2.152 -4.378
H 3.240 -3.027 -2.836
H 0.335 -2.431 -2.270
C -0.307 -1.365 -6.656
C 0.156 1.837 -5.147
H 0.937 1.874 -5.914
H -0.284 2.838 -5.059
C -0.939 0.851 -5.525
H -2.389 1.868 -4.318
C -1.560 1.185 -6.862
H -2.360 0.479 -7.117
H 0.605 1.567 -4.184
H -1.492 0.600 -3.446
H -0.806 1.197 -7.658
H -2.002 2.186 -6.803
C -1.963 0.860 -4.401
H -2.780 0.159 -4.605
C 0.268 -1.031 -4.513
C -1.999 -0.637 2.325
H -1.891 -1.705 2.042
H -2.437 -0.625 3.344
H -2.776 -0.214 1.656

* Kohn-Sham gap (alpha / beta): 1.44 / 3.72 eV
* total charge: -2
* <S²>: 4.00
* E_LUMO (alpha / beta): 4.10 / 4.11 eV
* spin multiplicity: 4
* M: 509.08 g/mol

[5]
ORCA calculation (the ωB97M-V functional and the def2-TZVPD basis) on C23H43FN5OS2SiSr as an isolated structure in a non-equilibrium geometry.

Cartesian coordinates (Å):
Sr -0.479 1.089 0.331
C -0.219 -4.215 -0.078
C 1.055 -3.896 0.718
N 1.041 -2.700 1.544
C 0.299 -2.712 2.781
C -1.232 -2.816 2.747
S -2.059 -1.574 1.719
C -2.807 -2.581 0.403
C -2.041 -2.709 -0.925
N -0.660 -3.110 -0.887
H 0.003 -5.103 -0.691
H -1.024 -4.520 0.597
H 1.304 -4.755 1.349
H 1.874 -3.758 0.007
H 0.807 -1.901 0.966
H 0.671 -3.540 3.395
H 0.556 -1.794 3.324
H -1.558 -3.796 2.406
H -1.608 -2.690 3.766
H -3.017 -3.550 0.859
H -3.770 -2.116 0.188
H -2.637 -3.412 -1.527
H -2.075 -1.751 -1.443
H -0.003 -2.357 -1.027
C 2.086 1.624 -0.749
C 1.289 2.873 -0.258
N -0.062 3.209 -0.718
C -0.840 3.873 0.366
C -0.365 3.685 1.854
S -0.047 2.137 2.862
C 1.712 1.632 2.458
C 2.177 0.496 1.442
N 1.802 0.420 0.037
H 3.145 1.923 -0.648
H 1.894 1.415 -1.804
H 1.935 3.755 -0.182
H 1.079 2.566 0.754
H -0.006 3.745 -1.570
H -1.882 3.596 0.264
H -0.797 4.964 0.270
H -1.150 4.156 2.447
H 0.554 4.253 2.009
H 2.067 1.305 3.437
H 2.220 2.577 2.255
H 1.901 -0.460 1.897
H 3.276 0.568 1.564
H 2.375 -0.778 -0.541
C 2.771 -0.893 -3.704
Si 3.461 -1.998 -2.358
C 5.319 -1.704 -2.300
C 3.198 -3.785 -2.861
O 2.776 -1.754 -0.898
H 2.950 -1.323 -4.694
H 3.241 0.095 -3.689
H 1.692 -0.758 -3.587
H 5.795 -1.942 -3.255
H 5.787 -2.314 -1.523
H 5.531 -0.655 -2.073
H 3.728 -4.026 -3.787
H 2.134 -3.979 -3.017
H 3.552 -4.463 -2.080
F -4.843 6.364 1.258
C -4.520 5.063 0.947
C -4.345 4.698 -0.371
C -4.021 3.387 -0.684
C -3.836 2.379 0.312
C -3.342 1.088 0.005
C -4.074 2.821 1.650
C -4.401 4.131 1.960
H -4.472 5.440 -1.151
H -3.883 3.111 -1.723
H -3.342 0.792 -1.041
H -3.609 0.300 0.706
H -3.975 2.100 2.456
H -4.571 4.435 2.986
N -0.736 0.070 -3.308
C -0.745 0.054 -2.145

* Kohn-Sham gap: 5.15 eV
* total charge: -1
* E_LUMO: 1.96 eV
* M: 604.47 g/mol
* relative energy (zero: lowest compared OMol25 entry of this formula, charge and spin): 313.0 kJ/mol

[6]
ORCA calculation (the ωB97M-V functional and the def2-TZVPD basis) on C23H43GaN2OP3Se as an isolated structure in a non-equilibrium geometry.

Cartesian coordinates (Å):
Ga 0.507 -0.627 -0.114
P 0.659 -2.084 2.022
P -2.168 0.225 2.140
P 0.788 1.668 2.284
H 4.590 1.046 -5.234
C 5.350 1.034 -4.454
C 5.270 0.095 -3.470
H 4.519 -0.715 -3.481
C 0.382 -3.806 1.522
C -0.075 -1.982 3.707
C 2.465 -2.022 2.355
C -3.143 1.569 1.350
C -3.458 -1.082 2.115
C -2.257 0.758 3.896
C 2.415 2.108 1.547
C 1.299 1.427 4.042
C 0.002 3.327 2.360
H 6.123 1.819 -4.624
H 5.943 0.061 -2.603
H 0.637 -3.926 0.466
H -0.659 -4.109 1.665
H 1.029 -4.460 2.112
H -1.169 -2.069 3.682
H 0.181 -1.052 4.234
H 0.305 -2.819 4.312
H 3.018 -2.005 1.405
H 2.734 -2.938 2.901
H 2.780 -1.142 2.941
H -4.105 1.677 1.866
H -3.320 1.290 0.302
H -2.603 2.525 1.358
H -4.380 -0.741 2.604
H -3.095 -1.994 2.604
H -3.679 -1.325 1.070
H -3.299 0.759 4.224
H -1.843 1.760 4.036
H -1.696 0.076 4.540
H 2.884 2.880 2.174
H 2.290 2.499 0.529
H 3.068 1.224 1.511
H 1.881 2.298 4.369
H 1.923 0.533 4.174
H 0.438 1.336 4.716
H 0.664 4.005 2.907
H -0.973 3.298 2.859
H -0.138 3.705 1.340
C 0.676 2.474 -1.856
C 1.612 1.639 -2.512
C 2.473 2.151 -3.479
C 2.488 3.537 -3.762
C 1.514 4.354 -3.148
C 0.614 3.846 -2.200
Se -0.449 1.723 -0.536
H 2.045 -0.266 -0.380
H 1.669 0.587 -2.201
H 3.180 1.468 -3.973
H 3.244 3.988 -4.441
H 1.472 5.406 -3.441
H -0.124 4.491 -1.711
N -4.168 -3.223 -4.962
C -3.987 -3.675 -3.667
O -4.390 -4.755 -3.254
C -3.119 -2.799 -2.821
C -2.270 -1.814 -3.334
C -1.288 -1.249 -2.532
N -1.074 -1.641 -1.245
C -1.951 -2.531 -0.711
C -2.925 -3.139 -1.475
H -4.876 -3.729 -5.471
H -4.150 -2.224 -5.148
H -2.273 -1.511 -4.373
H -0.670 -0.449 -2.957
H -1.875 -2.810 0.340
H -3.481 -3.951 -1.015

* Kohn-Sham gap (alpha / beta): 4.49 / 4.17 eV
* total charge: +3
* E_LUMO (alpha / beta): -11.62 / -11.95 eV
* M: 605.22 g/mol
* relative energy (zero: lowest compared OMol25 entry of this formula, charge and spin): 0.0 kJ/mol